Entry 1:
Formula: C39H106N3O16
Source: OMol25
Level of theory: ωB97M-V/def2-TZVPD

CARTESIAN COORDINATES (ANGSTROEM)
C  -1.81  0.03  -2.93
C  -2.17  0.12  -1.42
C  -1.37  -0.83  -0.54
C  0.15  -0.31  -0.43
C  0.23  1.00  0.21
C  -0.65  2.08  -0.54
N  -1.96  1.54  -1.02
O  -3.03  2.57  -1.32
C  0.22  2.66  -1.71
C  -0.90  3.23  0.49
C  -3.62  -0.45  -1.13
H  -2.04  -0.99  -3.26
H  -0.77  0.30  -3.09
H  -2.52  0.60  -3.53
H  -1.28  -1.81  -1.00
H  -1.85  -0.99  0.42
H  0.54  -0.31  -1.45
H  0.81  -1.13  -0.15
H  1.30  1.15  0.36
H  -0.15  0.99  1.23
H  -0.40  3.15  -2.46
H  0.93  2.00  -2.20
H  0.85  3.45  -1.30
H  0.00  3.65  0.95
H  -1.59  3.05  1.32
H  -1.36  4.06  -0.04
H  -3.60  -1.53  -1.29
H  -4.42  0.00  -1.70
H  -3.91  -0.24  -0.10
C  -6.27  -2.40  1.57
C  -7.43  -2.76  0.63
O  -7.81  -1.70  -0.15
H  -6.56  -1.59  2.23
H  -5.45  -2.01  0.97
H  -5.93  -3.29  2.11
H  -8.38  -2.99  1.11
H  -7.16  -3.66  0.07
H  -7.38  -1.68  -1.01
C  2.31  -4.33  0.93
C  1.55  -5.42  1.69
O  0.31  -5.48  1.02
H  2.79  -4.54  -0.03
H  3.03  -4.06  1.70
H  1.67  -3.48  0.70
H  1.20  -5.14  2.68
H  1.77  -6.49  1.61
H  0.38  -5.43  0.06
C  -2.52  -4.80  -0.77
C  -2.21  -6.16  -1.04
O  -1.08  -6.14  -1.90
H  -3.57  -4.79  -0.47
H  -2.26  -4.04  -1.51
H  -1.90  -4.59  0.10
H  -2.97  -6.66  -1.63
H  -1.84  -6.69  -0.15
H  -0.74  -7.02  -2.05
C  1.69  5.81  1.15
C  0.99  5.68  2.48
O  1.70  6.31  3.53
H  1.37  5.08  0.42
H  2.78  5.76  1.25
H  1.42  6.75  0.66
H  0.74  4.65  2.71
H  0.02  6.17  2.49
H  1.50  7.25  3.51
C  1.44  3.99  -5.56
C  1.39  4.74  -6.87
O  1.10  3.73  -7.84
H  2.01  4.59  -4.86
H  1.93  3.06  -5.85
H  0.44  3.96  -5.13
H  2.33  5.26  -7.07
H  0.71  5.58  -6.75
H  0.36  4.12  -8.31
C  2.87  -1.69  -2.89
C  2.84  -1.31  -4.34
O  3.23  -2.44  -4.96
H  3.85  -1.94  -2.48
H  2.10  -2.45  -2.78
H  2.50  -0.85  -2.30
H  3.58  -0.52  -4.46
H  1.88  -1.01  -4.76
H  4.15  -2.63  -4.74
C  -0.30  -1.75  5.90
C  -0.91  -1.06  4.63
C  -0.86  -2.00  3.38
C  -1.91  -3.06  3.35
C  -3.26  -2.38  3.48
C  -3.47  -1.44  4.71
N  -2.25  -0.54  4.83
O  -2.42  0.33  5.95
C  -4.68  -0.56  4.49
C  -3.73  -2.35  6.02
C  -0.02  0.22  4.23
H  -0.70  -2.75  6.07
H  -0.57  -1.20  6.80
H  0.79  -1.76  5.89
H  -0.96  -1.50  2.42
H  0.11  -2.48  3.23
H  -1.84  -3.78  4.16
H  -1.79  -3.58  2.40
H  -4.06  -3.11  3.39
H  -3.46  -1.78  2.59
H  -4.59  0.07  3.61
H  -5.63  -1.09  4.42
H  -4.86  0.23  5.21
H  -4.69  -2.86  6.13
H  -2.91  -3.02  6.27
H  -3.72  -1.73  6.92
H  -0.14  0.81  5.13
H  -0.32  0.84  3.38
H  0.97  -0.14  3.97
H  -2.38  -0.31  6.66
C  8.58  -0.30  -1.52
C  7.34  -0.25  -0.58
C  7.97  -0.20  0.84
C  7.01  0.20  2.04
C  6.10  1.37  1.66
C  5.47  1.27  0.22
N  6.45  0.88  -0.85
O  5.92  0.88  -2.08
C  4.22  0.43  0.15
C  5.04  2.75  -0.10
C  6.54  -1.62  -0.71
H  9.18  0.62  -1.48
H  8.35  -0.53  -2.56
H  9.28  -1.10  -1.28
H  8.31  -1.21  1.07
H  8.84  0.45  0.96
H  7.53  0.41  2.97
H  6.38  -0.66  2.28
H  6.63  2.32  1.54
H  5.23  1.39  2.31
H  3.48  0.76  0.87
H  3.67  0.31  -0.79
H  4.50  -0.55  0.54
H  5.83  3.40  -0.46
H  4.37  2.65  -0.95
H  4.69  3.20  0.83
H  5.95  -1.73  -1.62
H  6.14  -1.96  0.24
H  7.19  -2.45  -0.97
H  5.39  0.08  -2.02
O  -3.94  3.19  -4.12
H  -4.02  2.26  -4.33
H  -3.36  3.21  -3.36
O  -6.96  -0.95  -2.63
H  -6.20  -1.07  -3.20
H  -7.28  -0.07  -2.83
O  -3.63  1.52  1.81
H  -3.66  0.56  1.86
H  -3.24  1.70  0.96
O  0.14  6.74  -3.21
H  0.49  5.86  -3.36
H  0.91  7.29  -3.10
O  -3.09  -2.59  -5.22
H  -2.20  -2.25  -5.09
H  -3.03  -3.12  -6.02
O  -5.97  2.49  -1.29
H  -5.50  1.78  -1.73
H  -5.40  3.26  -1.41
O  -3.91  5.51  -0.55
H  -3.21  4.91  -0.80
H  -4.09  5.29  0.37

Computed properties:
- Kohn-Sham gap (spin up / spin down): 1.6 / 5.0 eV
- 2S+1: 2
- Maximum force: 4.94 eV/Å
- Net charge: -2

Mulliken atomic charge list, values in e, 6 entries:
1 C -1.700
2 C 1.808
3 C 0.260
4 C 0.281
5 C 0.781
6 C 2.919

=====

Entry 2:
Formula: C39H108F9N9O18S3
Source: OMol25
Level of theory: ωB97M-V/def2-TZVPD

CARTESIAN COORDINATES (ANGSTROEM)
C  6.65  2.16  -0.11
C  7.38  3.28  0.67
C  6.89  3.48  2.13
O  7.23  2.39  3.02
C  6.50  2.44  4.23
N  8.88  3.08  0.66
H  9.21  3.19  -0.28
H  9.22  3.79  1.30
H  9.29  2.19  0.90
H  5.62  2.49  -0.25
H  6.62  1.19  0.39
H  7.12  1.97  -1.07
H  7.23  4.22  0.13
H  5.81  3.62  2.21
H  7.40  4.37  2.51
H  6.64  3.38  4.78
H  6.82  1.70  4.96
H  5.41  2.42  4.16
C  10.26  -0.01  12.01
C  9.62  -0.40  10.72
C  10.57  -0.10  9.56
O  9.84  -0.38  8.29
C  10.56  -0.17  7.10
N  9.26  -1.89  10.65
H  8.50  -2.18  11.24
H  9.19  -2.19  9.69
H  10.05  -2.44  10.97
H  11.32  -0.25  12.12
H  9.82  -0.50  12.88
H  10.32  1.08  12.04
H  8.63  0.03  10.53
H  11.50  -0.67  9.60
H  10.85  0.95  9.61
H  11.45  -0.80  6.98
H  10.78  0.87  6.84
H  10.02  -0.36  6.18
C  11.30  -12.20  -5.00
C  12.70  -11.74  -4.66
C  12.99  -10.27  -4.98
O  12.16  -9.39  -4.21
C  12.68  -8.06  -4.14
N  12.96  -12.06  -3.17
H  13.94  -12.21  -2.98
H  12.63  -11.32  -2.56
H  12.58  -12.98  -2.97
H  10.50  -11.58  -4.59
H  11.17  -13.25  -4.75
H  11.31  -12.14  -6.09
H  13.43  -12.41  -5.12
H  12.81  -9.98  -6.02
H  14.03  -9.98  -5.11
H  12.30  -7.58  -5.04
H  13.75  -7.94  -3.97
H  12.13  -7.62  -3.32
C  16.23  -1.77  -3.96
C  16.77  -0.91  -2.74
C  17.81  0.12  -3.00
O  18.29  0.95  -1.90
C  19.15  0.16  -1.03
N  15.61  -0.16  -2.11
H  15.27  0.54  -2.76
H  14.91  -0.81  -1.80
H  15.99  0.31  -1.30
H  15.76  -1.22  -4.78
H  15.43  -2.44  -3.65
H  17.00  -2.27  -4.55
H  17.05  -1.57  -1.92
H  17.46  0.70  -3.86
H  18.71  -0.36  -3.39
H  18.75  -0.78  -0.65
H  19.53  0.79  -0.23
H  20.05  0.03  -1.64
C  16.70  -8.09  9.44
C  16.37  -8.12  7.96
C  15.76  -6.76  7.51
O  14.51  -6.79  8.12
C  13.88  -5.51  7.98
N  17.74  -8.31  7.11
H  18.45  -7.62  7.30
H  18.10  -9.24  7.24
H  17.60  -8.30  6.10
H  15.70  -8.15  9.85
H  17.21  -7.19  9.79
H  17.27  -8.94  9.83
H  15.70  -8.91  7.63
H  15.63  -6.74  6.43
H  16.53  -6.06  7.83
H  14.38  -4.76  8.59
H  12.86  -5.49  8.38
H  13.79  -5.17  6.95
C  9.12  -1.22  -10.28
C  9.04  -0.17  -9.22
C  7.85  -0.34  -8.16
O  8.33  -1.31  -7.19
C  7.45  -1.41  -6.12
N  10.39  0.03  -8.52
H  10.93  -0.80  -8.36
H  10.98  0.67  -9.04
H  10.09  0.41  -7.64
H  9.32  -2.15  -9.74
H  9.76  -1.02  -11.14
H  8.11  -1.40  -10.64
H  8.82  0.73  -9.80
H  6.89  -0.60  -8.61
H  7.63  0.61  -7.69
H  6.61  -1.94  -6.57
H  6.99  -0.47  -5.80
H  8.02  -1.77  -5.26
C  17.30  -6.69  -0.45
C  18.39  -6.83  0.64
C  18.02  -6.15  1.97
O  19.01  -6.31  2.98
C  20.22  -5.60  2.79
N  18.66  -8.34  0.93
H  17.85  -8.79  1.34
H  18.74  -8.91  0.10
H  19.51  -8.38  1.47
H  16.44  -7.15  0.04
H  17.63  -7.23  -1.34
H  17.06  -5.68  -0.76
H  19.39  -6.50  0.37
H  17.02  -6.49  2.21
H  17.82  -5.09  1.83
H  20.86  -5.81  1.93
H  20.82  -5.83  3.67
H  19.88  -4.60  3.04
C  6.29  -3.98  5.98
C  6.33  -5.50  6.02
C  7.52  -6.06  6.75
O  7.44  -5.85  8.15
C  8.12  -6.86  8.95
N  5.00  -6.01  6.65
H  4.24  -5.68  6.07
H  4.97  -7.02  6.68
H  4.81  -5.59  7.55
H  7.20  -3.68  5.46
H  6.20  -3.60  6.99
H  5.46  -3.61  5.37
H  6.28  -5.96  5.04
H  8.44  -5.76  6.25
H  7.53  -7.14  6.56
H  7.69  -7.83  8.68
H  7.96  -6.60  9.99
H  9.19  -7.02  8.84
C  4.33  -6.17  -2.84
C  3.31  -7.21  -3.24
C  3.83  -8.59  -2.96
O  2.81  -9.55  -3.29
C  2.76  -10.84  -2.70
N  2.02  -6.93  -2.47
H  2.22  -6.76  -1.50
H  1.59  -6.08  -2.82
H  1.45  -7.76  -2.58
H  5.18  -6.28  -3.51
H  4.53  -6.19  -1.77
H  3.97  -5.15  -2.93
H  2.97  -7.10  -4.27
H  4.23  -8.69  -1.95
H  4.58  -8.87  -3.70
H  1.90  -11.39  -3.09
H  2.66  -10.71  -1.62
H  3.71  -11.37  -2.81
C  12.42  -9.34  3.63
F  12.94  -8.12  3.56
F  12.07  -9.77  4.82
F  11.43  -9.43  2.83
S  13.78  -10.54  2.91
O  15.00  -10.42  3.69
O  13.20  -11.90  3.07
O  14.07  -10.20  1.53
C  2.21  -1.53  1.38
F  3.54  -1.45  1.51
F  1.72  -0.69  2.23
F  1.85  -1.28  0.15
S  1.76  -3.40  1.82
O  1.90  -3.46  3.27
O  0.40  -3.71  1.39
O  2.69  -4.30  1.13
C  9.66  -3.76  0.60
F  8.61  -3.03  1.21
F  9.76  -4.90  1.22
F  9.40  -3.98  -0.67
S  11.26  -2.80  0.82
O  11.05  -1.38  0.59
O  11.59  -3.07  2.22
O  12.18  -3.44  -0.11

Computed properties:
- Energy above the lowest of the compared OMol25 structures with the same formula, charge and spin: 663.5 kJ/mol
- Kohn-Sham gap: 5.4 eV
- Maximum force: 4.82 eV/Å
- Net charge: +6

Mulliken atomic charge list, values in e, 6 entries:
1 C -1.433
2 C 0.289
3 C -0.823
4 O -0.254
5 C -0.826
6 N -0.220

=====

Number 1: energy -2917.2132 hartree. Number 2: energy -5488.7602 hartree.